No. 1
Molecular formula: H3OPS2
Method: DFT, ωB97M-V/def2-TZVPD

Geometry as XYZ:
```
7
Properties=species:S:1:pos:R:3:forces:R:3:mulliken_charge:R:1
O 2.4381 0.5811 -0.7826 -0.2 -1.2 0.3 -0.32
P 3.9157 0.8854 -0.2737 1.1 -1.9 1.1 0.27
S 4.4229 -0.8200 0.5423 -0.1 1.6 -0.6 -0.28
S -1.4296 -0.0451 0.2412 -1.6 -0.1 1.8 -0.32
H 2.0409 1.2933 -1.2367 -0.9 1.5 -0.9 0.33
H -1.0523 -1.1980 0.8693 -0.2 0.6 -0.3 0.16
H -2.5088 0.2036 1.1945 1.8 -0.5 -1.6 0.16
```
Forces are in eV/Å.

Calculated values
* structure (SMILES): OP=S.S
* calculated total energy: -33055.56056 eV
* energy relative to the best compared isomer or geometry (same formula, charge and spin): 26.73 kcal per mole


No. 2
Molecular formula: C22H43O8PSi
Method: DFT, ωB97M-V/def2-TZVPD

Geometry as XYZ:
```
75
Properties=species:S:1:pos:R:3:forces:R:3:mulliken_charge:R:1
C -5.8797 4.9628 0.1917 3.0 -6.2 1.3 -0.53
C -5.1570 3.8521 0.2337 -4.5 4.5 -0.2 -0.25
C -4.5997 2.3170 0.1935 0.2 1.3 0.4 -0.50
C -3.9444 2.0463 -1.2607 -0.5 -0.8 -1.1 0.56
P -5.1653 2.8937 -2.4507 -0.6 2.4 -0.7 0.42
C -6.9372 2.1998 -2.1170 0.0 -1.0 -0.4 -0.91
C -4.8434 2.4589 -4.2690 -0.4 -2.4 -0.7 -1.11
O -4.0832 0.6226 -1.6783 1.8 -2.5 -1.1 -0.38
C -3.0442 0.1789 -2.5866 -0.1 0.3 0.3 0.54
O -2.8946 -0.9210 -3.1849 -0.9 5.7 3.1 -0.57
O -2.1828 1.3665 -2.6645 -0.6 -1.7 -0.4 -0.49
C -2.3580 2.1765 -1.4745 -0.3 -1.1 3.3 1.10
C -1.6793 1.2908 -0.2531 0.6 1.4 0.4 -0.73
C -0.3145 0.5425 -0.6968 -0.5 -0.7 0.6 -0.31
O 0.0666 -0.3227 0.4467 -0.8 -0.6 -1.7 -0.53
Si -0.4500 -1.9641 0.1901 0.7 -0.4 1.2 0.74
C 0.3192 -2.8289 -1.3374 0.0 -0.5 -1.0 -0.97
C 0.1731 -2.9668 1.7407 -0.7 -0.2 0.0 -0.96
C -2.3489 -2.2186 0.1219 -1.1 -0.8 -0.2 -0.88
C -1.5933 3.5765 -1.2944 0.3 0.6 -1.7 -0.58
C -1.8794 4.7154 -2.3945 1.3 1.1 0.1 -0.18
C -1.6985 4.2358 -3.9394 0.0 1.3 -0.2 -0.95
O -3.1413 5.4510 -2.1818 1.3 -0.9 0.2 -0.55
H -6.6868 5.7657 0.4084 2.2 -1.7 -0.6 0.35
H -5.4454 1.5468 0.4086 1.3 1.6 -0.6 0.44
H -3.8685 2.2407 1.0771 -0.9 0.0 -1.5 0.31
H -7.0219 1.6574 -1.1080 0.0 0.9 -1.5 0.25
H -7.1721 1.4413 -2.9531 0.2 1.0 1.3 0.32
H -7.6979 3.0656 -2.1883 1.4 -1.4 0.3 0.29
H -5.3523 1.4220 -4.4619 0.9 1.7 0.1 0.36
H -3.7307 2.3030 -4.5402 -1.9 0.6 0.5 0.22
H -5.3893 3.1962 -4.9770 1.2 -1.0 1.4 0.32
H -1.3533 2.0946 0.5305 -0.6 -1.7 -1.2 0.32
H -2.4358 0.6201 0.2900 1.4 0.6 -1.2 -0.10
H -0.4253 -0.1673 -1.5949 -0.1 1.5 0.9 0.21
H 0.5428 1.2848 -0.9219 -1.5 -1.2 0.5 0.17
H 1.3456 -2.4121 -1.6456 -1.5 -0.6 0.4 0.28
H -0.4096 -2.7957 -2.2490 1.4 -0.1 1.5 0.28
H 0.4756 -3.9422 -1.0482 -0.3 1.8 -0.5 0.33
H 1.3075 -3.1475 1.7161 -1.7 0.3 0.3 0.18
H -0.1877 -2.4375 2.7001 0.8 -0.9 -1.3 0.25
H -0.3981 -3.9822 1.6774 1.2 1.6 0.2 0.30
H -2.9648 -1.4561 0.7235 0.9 -1.1 -1.0 0.23
H -2.7461 -2.3209 -0.9706 0.6 0.5 2.0 0.24
H -2.5547 -3.2636 0.6051 0.4 1.8 -0.8 0.38
H -1.7542 4.0658 -0.2508 -0.2 -1.3 -1.7 0.34
H -0.4487 3.3455 -1.3434 -2.0 0.3 0.0 0.30
H -1.0515 5.5284 -2.2380 -1.2 -1.6 -0.1 0.39
H -1.0698 5.0581 -4.4814 -1.2 -1.4 1.0 0.35
H -2.7158 4.2256 -4.4977 1.8 -0.3 1.1 0.16
H -1.0980 3.2615 -4.0532 -1.2 1.4 0.3 0.18
H -3.1480 5.8163 -1.2646 0.1 -0.6 -1.0 0.34
C 3.5790 -1.1216 2.5224 0.0 -0.3 -0.1 -0.88
O 4.5180 -2.1180 2.1560 0.2 0.4 0.2 -0.25
C 5.6076 -1.6007 1.3978 0.1 -0.5 0.2 -0.59
C 6.9254 -2.2545 1.8131 0.0 0.2 -0.1 -0.31
O 7.4115 -1.8479 3.0949 -0.3 -0.2 0.0 -0.47
C 6.6794 -2.3032 4.2369 0.2 -0.1 0.0 -0.23
C 6.7772 -3.8061 4.4933 -0.4 0.2 -0.3 -0.57
O 6.0120 -4.5352 3.5377 0.4 0.0 -0.2 -0.25
C 6.6251 -5.7493 3.1454 -0.3 0.1 0.1 -0.83
H 2.9968 -0.8133 1.6485 -0.1 0.2 0.1 0.33
H 2.9064 -1.5470 3.2703 0.0 -0.1 -0.2 0.24
H 4.0779 -0.2554 2.9711 0.0 0.0 -0.1 0.44
H 5.7013 -0.5157 1.5154 -0.1 0.0 0.1 0.38
H 5.4076 -1.8254 0.3454 0.2 0.1 -0.2 0.38
H 7.6907 -1.9338 1.0986 0.0 0.1 0.1 0.41
H 6.8799 -3.3409 1.7390 -0.3 0.0 0.1 0.10
H 5.6426 -1.9681 4.1942 -0.1 -0.2 -0.1 0.03
H 7.1300 -1.7907 5.0926 0.1 -0.1 -0.1 0.41
H 6.3676 -4.0345 5.4817 0.1 0.1 0.2 0.39
H 7.8327 -4.1072 4.4685 -0.1 0.0 0.0 0.35
H 7.6738 -5.5959 2.8745 0.1 0.0 0.1 0.37
H 6.0998 -6.1281 2.2672 -0.1 0.1 0.1 0.23
H 6.5487 -6.4866 3.9511 0.2 -0.1 -0.1 0.32
```
Forces are in eV/Å.

Calculated values
* structure (SMILES): C#CC[C@]1(P(C)C)OC(=O)O[C@@]1(CCO[Si](C)(C)C)C[C@@H](C)O.COCCOCCOC
* calculated total energy: -57049.35078 eV